Entry from the Open Molecules 2025 dataset: 16 unconnected molecules or ions with the total composition C64H116O38S10 in a non-equilibrium geometry (the ωB97M-V functional and the def2-TZVPD basis).

Calculated values
Spin multiplicity = 1
LUMO level = 0.315 eV
Orbital gap = 10.252 eV
Strongest force on any atom = 0.0810 hartree/bohr
Electronic energy = -9349.19097 Ha

Positions of all 228 atoms, in Å:
C  14.19689  -20.66894  -12.89056
C  14.21764  -19.79857  -14.11806
C  13.23596  -18.60475  -14.05463
O  14.15643  -17.51311  -13.74461
C  15.44582  -17.96295  -13.78725
O  16.45425  -17.28651  -13.64256
O  15.51533  -19.18226  -14.37497
H  14.31138  -20.04899  -11.96587
H  14.99901  -21.40211  -12.94233
H  13.19311  -21.21229  -12.85628
H  13.99655  -20.42084  -14.95843
H  12.52248  -18.81259  -13.23262
H  12.72109  -18.37490  -14.96545
C  9.04982  -26.40203  -7.41653
C  10.13025  -25.43428  -7.67743
C  9.81769  -24.41073  -8.84342
O  9.82580  -23.13502  -8.16453
C  10.19180  -23.28962  -6.93451
O  10.45836  -22.37617  -6.22777
O  10.17717  -24.58727  -6.52000
H  9.23756  -27.17230  -6.69228
H  8.86649  -26.93518  -8.39346
H  8.17556  -25.81535  -7.13307
H  11.07593  -25.81613  -7.82677
H  8.86366  -24.64453  -9.25855
H  10.59883  -24.41320  -9.63944
C  18.18716  -26.07824  -13.50107
C  16.77924  -25.69479  -13.80306
C  15.92489  -25.08842  -12.67417
O  15.20556  -24.11278  -13.36462
C  15.81310  -23.69072  -14.51805
O  15.51780  -22.73205  -15.17727
O  16.81908  -24.54974  -14.73640
H  18.23807  -26.64869  -12.59738
H  18.80247  -25.21125  -13.36517
H  18.76190  -26.61291  -14.27894
H  16.30194  -26.50302  -14.34946
H  16.66580  -24.68052  -11.99531
H  15.25653  -25.77429  -12.18330
C  18.82195  -23.23704  -4.38578
C  18.99035  -22.80511  -5.77777
C  17.77137  -22.20240  -6.60398
O  18.48299  -21.18852  -7.39720
C  19.68390  -20.92994  -6.90489
O  20.40901  -20.07726  -7.28979
O  19.95225  -21.69259  -5.85223
H  17.89642  -23.81670  -4.22320
H  18.87680  -22.49156  -3.65623
H  19.70349  -23.92847  -4.16449
H  19.21878  -23.64237  -6.41918
H  16.98618  -21.68046  -6.00313
H  17.29424  -23.02107  -7.16808
C  15.46651  -21.41843  -9.71771
C  14.46122  -22.45725  -9.15244
C  12.97475  -22.48631  -9.68575
O  12.80911  -23.79263  -10.24286
C  13.96385  -24.53027  -10.08117
O  13.97151  -25.64695  -10.40533
O  14.94656  -23.79538  -9.50958
H  14.95518  -20.50029  -9.53349
H  15.76019  -21.68662  -10.73259
H  16.38257  -21.37774  -9.09435
H  14.41627  -22.38425  -8.03148
H  12.71324  -21.73702  -10.41239
H  12.28736  -22.45414  -8.78603
C  22.61292  -22.71366  -10.05276
C  21.15396  -23.09987  -10.10995
C  20.92030  -24.33958  -10.99065
O  20.07238  -25.17394  -10.26164
C  19.96189  -24.73465  -8.98943
O  19.33388  -25.21633  -8.11277
O  20.70509  -23.61681  -8.83652
H  23.17094  -23.56523  -10.26364
H  22.90458  -22.12747  -9.17515
H  22.80467  -22.02906  -10.88712
H  20.59635  -22.21651  -10.41123
H  21.90396  -24.89395  -11.15448
H  20.43129  -24.06492  -11.94899
C  19.73335  -19.27217  -14.41872
C  18.69598  -19.67238  -15.38119
C  18.17840  -21.06209  -15.09502
S  18.63820  -21.38607  -13.42559
O  19.71118  -22.36123  -13.36351
O  17.62119  -21.73730  -12.49402
C  19.28472  -19.74381  -13.03988
H  19.97732  -18.21588  -14.43064
H  20.69712  -19.80500  -14.69646
H  19.03468  -19.54607  -16.43201
H  17.88843  -19.00711  -15.25318
H  18.61784  -21.86390  -15.68214
H  17.04420  -21.13976  -15.19468
H  20.07071  -19.95729  -12.34681
H  18.49780  -19.00600  -12.76084
C  3.87393  -21.56282  -10.94496
C  4.34853  -22.26838  -12.24226
C  4.63592  -23.67252  -11.82469
S  5.54529  -23.60248  -10.29337
O  6.94733  -23.48004  -10.58316
O  5.02081  -24.70995  -9.47373
C  4.86238  -22.02858  -9.78602
H  2.90146  -21.86506  -10.64317
H  3.92987  -20.44782  -11.03995
H  5.28390  -21.80769  -12.69971
H  3.60523  -22.21114  -13.05687
H  5.18284  -24.26536  -12.54284
H  3.75748  -24.26953  -11.44124
H  5.68285  -21.29389  -9.69589
H  4.32776  -22.15812  -8.85521
C  18.41749  -28.06239  -9.22989
C  17.44236  -27.76633  -8.10039
C  16.22984  -27.24491  -8.79936
S  16.05167  -28.33226  -10.19881
O  16.08420  -27.56313  -11.38699
O  15.01977  -29.28961  -10.08821
C  17.67742  -29.13164  -10.16064
H  19.42229  -28.34019  -9.00939
H  18.48959  -27.15797  -9.79745
H  17.89728  -27.05615  -7.40511
H  17.29491  -28.69209  -7.55858
H  16.36467  -26.24146  -9.20871
H  15.31852  -27.23971  -8.26879
H  18.07687  -29.10577  -11.20608
H  17.59819  -30.08867  -9.71432
C  12.78804  -23.20147  -3.67593
C  12.20643  -24.63639  -3.88737
C  13.29336  -25.40868  -4.53010
S  13.89573  -24.39428  -5.83415
O  13.06652  -24.67767  -6.97687
O  15.35382  -24.49441  -5.93039
C  13.51625  -22.78419  -5.01908
H  13.52535  -23.33420  -2.92487
H  11.98941  -22.50840  -3.37852
H  11.30942  -24.59765  -4.47592
H  11.98094  -25.08127  -2.92637
H  13.04443  -26.37404  -4.90884
H  14.10082  -25.58315  -3.82585
H  12.76845  -22.30241  -5.73847
H  14.40436  -22.20580  -4.87295
C  13.11508  -28.47042  -12.98542
C  12.56483  -29.65268  -12.16633
C  11.79784  -29.19814  -10.91481
S  10.93209  -27.76267  -11.66055
O  10.49813  -26.83154  -10.59924
O  9.89926  -28.21569  -12.56752
C  12.26382  -27.16532  -12.68270
H  13.12613  -28.68883  -14.03463
H  14.11781  -28.21661  -12.73257
H  13.39901  -30.29731  -11.94084
H  11.84608  -30.29899  -12.68981
H  12.44800  -28.79498  -10.07828
H  10.93290  -29.85662  -10.66572
H  12.78053  -26.41046  -12.10034
H  11.69239  -26.67656  -13.51431
C  10.19074  -20.15922  -8.83751
C  10.68394  -19.06849  -9.79678
C  9.44201  -18.47584  -10.54518
S  8.13759  -19.66981  -10.36405
O  7.55520  -20.05817  -11.61561
O  7.18348  -19.38977  -9.32010
C  9.11861  -20.89984  -9.68730
H  9.64330  -19.68956  -8.00465
H  10.94832  -20.74213  -8.43095
H  11.40673  -19.42406  -10.52819
H  11.22679  -18.30514  -9.24921
H  9.51253  -18.26853  -11.61555
H  9.19535  -17.51973  -10.08180
H  9.53909  -21.61179  -10.44475
H  8.46107  -21.53548  -9.07411
C  9.35328  -24.87241  -13.40725
C  8.25450  -23.94966  -13.94857
C  8.56415  -22.52421  -13.54362
S  10.30664  -22.36572  -13.65574
O  10.83748  -21.63194  -12.54786
O  10.64208  -22.00220  -15.01755
C  10.67015  -24.12645  -13.33204
H  9.45453  -25.78249  -13.95805
H  9.17995  -25.04010  -12.38665
H  7.43084  -24.49622  -13.54973
H  8.13621  -24.11789  -15.03075
H  8.24907  -22.28276  -12.52282
H  8.02611  -21.77705  -14.24096
H  11.17501  -24.19810  -12.35166
H  11.42060  -24.39383  -14.12658
C  12.00158  -18.09320  -5.16261
C  12.51560  -17.28871  -6.38985
C  13.92616  -17.83137  -6.64914
S  13.71734  -19.64514  -6.42894
O  14.90534  -20.20233  -5.71250
O  13.31977  -20.29444  -7.67043
C  12.31955  -19.61331  -5.32134
H  10.97405  -17.89497  -4.88037
H  12.58156  -17.83895  -4.35053
H  12.63866  -16.26958  -6.04094
H  11.85649  -17.15699  -7.24713
H  14.63253  -17.57775  -5.88483
H  14.29219  -17.71018  -7.64192
H  12.72616  -20.01311  -4.36754
H  11.57213  -20.19198  -5.73987
C  13.70086  -14.07501  -12.50073
C  14.62594  -14.50311  -11.38884
C  13.95926  -15.84652  -10.98568
S  12.19727  -15.54974  -10.99973
O  11.64147  -15.16889  -9.74751
O  11.61135  -16.68234  -11.63430
C  12.24488  -14.10974  -12.12329
H  13.81658  -14.76866  -13.29914
H  13.96818  -13.05954  -12.94494
H  14.52493  -13.95345  -10.45201
H  15.67603  -14.67845  -11.67326
H  14.19671  -16.15563  -9.95650
H  14.13377  -16.71206  -11.72895
H  11.79357  -13.23238  -11.66696
H  11.69924  -14.46082  -13.01146
C  18.67662  -18.66341  -9.79074
C  19.70331  -17.65571  -9.30498
C  19.00143  -16.50873  -8.57529
S  17.35446  -16.47797  -9.22291
O  17.07235  -15.20656  -9.89428
O  16.43498  -16.93840  -8.21034
C  17.55628  -17.82365  -10.42517
H  18.22705  -19.18769  -8.95348
H  19.18655  -19.33242  -10.41979
H  20.13534  -17.21303  -10.23957
H  20.45244  -18.17639  -8.77223
H  19.46399  -15.56601  -8.85297
H  18.88019  -16.61567  -7.52495
H  17.77514  -17.35498  -11.40316
H  16.53421  -18.27655  -10.58909